[1]
Below is a cluster of 11 separate species, H22O11 in total, with properties calculated with ωB97M-V with the def2-TZVPD basis set.

Energy relative to the best compared isomer or geometry (same formula, charge and spin), kcal per mole: 111.2
Total energy, Ha: -840.7030
HOMO-LUMO gap, eV: 9.540
SMILES: O.O.O.O.O.O.O.O.O.O.O
LUMO level, eV: -0.23

The geometry in ORCA input format:
```
! RIJCOSX wB97M-V def2-TZVPD def2/J DEFGRID3
* xyz 0 1
O -0.61494 -0.14375 -0.53118
H -0.19032 -0.31726 0.33960
H -1.00026 -0.99501 -0.75512
O -0.55621 3.20786 -2.46246
H -0.90402 2.63357 -3.18333
H -1.28437 3.53832 -1.98782
O -2.50797 0.15340 0.23846
H -3.14522 0.25255 1.02611
H -2.83664 0.56644 -0.51884
O 2.82340 1.27700 3.22779
H 2.42493 0.45207 2.98164
H 2.54825 1.98911 2.60255
O 3.27651 -2.70551 2.37007
H 2.27233 -2.70714 2.20791
H 3.65476 -3.34941 1.79784
O -5.31499 0.10320 -1.97206
H -4.41302 0.38750 -2.05678
H -5.29758 -0.38711 -2.74179
O 1.60804 3.19401 -0.60031
H 1.74802 4.04379 -1.02260
H 2.21756 3.30692 0.19156
O 1.99681 -3.74987 0.05552
H 1.42684 -4.52705 0.30844
H 1.41937 -3.26415 -0.54698
O -0.56072 2.30038 3.10654
H 0.30360 1.90032 2.73699
H -0.47028 2.07992 4.04177
O -2.07669 -2.71321 -2.63386
H -1.81032 -3.18734 -3.40063
H -1.67349 -1.83484 -2.86160
O 2.58108 -0.61533 -0.25702
H 2.06703 -1.14054 0.38491
H 2.28851 0.25118 -0.08532
*
```

[2]
Below is a structure of composition C35H46As2F4IrN4O6P2, with properties calculated with ωB97M-V with the def2-TZVPD basis set.

Total energy, Ha: -7688.9574
HOMO-LUMO gap (alpha / beta), eV: 5.339 / 5.337
LUMO level (alpha / beta), eV: -10.32 / -10.32

The geometry in ORCA input format:
```
! RIJCOSX wB97M-V def2-TZVPD def2/J DEFGRID3
* xyz 3 1
Ir 0.46411 1.33793 -0.13904
C 2.87657 -2.91672 -4.41807
C 1.85034 -1.90183 -4.88405
C 0.63448 -2.57989 -5.48892
O 1.46078 -0.97574 -3.83156
P 1.05971 -1.14938 -2.33428
O 0.53122 0.19545 -1.94949
C 2.50960 -1.67976 -1.36008
P 2.08238 -1.56542 0.41679
O 1.47604 -0.25683 0.80896
O 3.35712 -1.77357 1.29329
C 4.73565 -2.08065 0.94001
C 5.52125 -0.78562 0.81195
C 5.26609 -2.98922 2.03341
O 1.07064 -2.69836 0.76670
C 1.50694 -4.09098 0.84459
C 0.60089 -4.92802 -0.04331
C 1.49777 -4.52844 2.29664
O 0.01451 -2.30237 -2.11008
C -1.42091 -2.05689 -2.05781
C -1.88139 -2.24487 -0.61998
C -2.09567 -3.01504 -3.02331
H 3.20225 -3.50019 -5.27619
H 2.43494 -3.60147 -3.69537
H 3.74934 -2.43080 -3.98898
H 2.30287 -1.22352 -5.61774
H 0.24084 -3.32739 -4.80408
H 0.91467 -3.07946 -6.41354
H -0.14132 -1.85346 -5.71705
H 3.35163 -1.02671 -1.59127
H 2.77368 -2.70453 -1.61171
H 4.74449 -2.61244 -0.02004
H 5.54238 -0.25721 1.76115
H 5.07268 -0.13792 0.05976
H 6.54394 -1.01006 0.52039
H 5.20616 -2.49225 2.99764
H 6.30127 -3.24215 1.82524
H 4.68397 -3.90559 2.08524
H 2.53394 -4.14384 0.46437
H -0.39356 -5.00680 0.38819
H 1.01632 -5.92818 -0.12963
H 0.53196 -4.48392 -1.03405
H 0.49653 -4.46625 2.71233
H 2.15559 -3.89716 2.89034
H 1.84190 -5.55702 2.36469
H -1.60012 -1.02235 -2.37301
H -1.73548 -3.27756 -0.31930
H -2.93945 -2.00751 -0.54216
H -1.31515 -1.60603 0.05766
H -1.75603 -4.03125 -2.84193
H -1.87338 -2.74365 -4.05164
H -3.17304 -2.98837 -2.89087
C 2.52511 2.15263 2.93041
As 1.12573 2.75860 1.71258
C -0.29414 3.39961 2.90112
C 1.80850 4.38061 0.86566
C 2.61295 5.27733 1.56141
C 3.09830 6.40771 0.92168
C 2.78156 6.65231 -0.40561
C 1.97052 5.76930 -1.10260
C 1.48487 4.63201 -0.46869
As 0.23332 3.43123 -1.36198
C 0.59845 3.46295 -3.27738
C -1.40304 4.50326 -1.25286
H 3.49406 2.16250 2.42346
H 2.30093 1.13116 3.24737
H 2.56495 2.80261 3.81261
H 0.12454 4.15395 3.57689
H -0.68279 2.56414 3.48737
H -1.10255 3.84666 2.31881
H 2.85192 5.08880 2.60283
H 3.72329 7.10037 1.46027
H 3.16388 7.53030 -0.90053
H 1.71125 5.95837 -2.14065
H 0.32328 4.44180 -3.68539
H -0.02138 2.69825 -3.75242
H 1.64917 3.24721 -3.48860
H -1.19120 5.44509 -1.77096
H -1.65189 4.72684 -0.21383
H -2.25054 4.01640 -1.73888
F -3.29672 -0.45471 2.25189
C -4.55630 -0.00202 2.29261
C -5.33368 -0.27286 3.40027
F -4.80555 -0.98644 4.38423
C -6.64910 0.24588 3.51742
C -7.15599 0.94647 2.39685
C -6.37988 1.17392 1.26493
F -6.88801 1.86000 0.25780
C -5.03611 0.75655 1.20625
C -4.14756 1.15083 0.14870
C -2.78466 1.12539 0.30743
N -1.63225 1.25239 0.42557
C -4.53142 1.74989 -1.06228
N -4.72525 2.26776 -2.06777
F -8.38283 1.42986 2.42241
C -7.39609 0.12703 4.73151
C -8.61821 0.77940 4.93695
N -9.60099 1.34077 5.12478
C -6.92655 -0.56331 5.85600
N -6.53383 -1.11752 6.78156
*
```

Which maximum force belongs to each record? In order, 6.2; 3.0 eV/A.